## i
{"formula": "C22H30BF4INO4PRhS4Sb", "method": "wB97M-V/def2-TZVPD", "total_charge": -2, "lumo_ev": [3.3, 3.3], "homo_lumo_gap_ev": [5.53, 5.53], "elements": ["Rh", "S", "Sb", "S", "S", "S", "O", "C", "O", "C", "C", "C", "C", "O", "C", "O", "C", "C", "H", "H", "H", "H", "H", "F", "B", "F", "F", "F", "C", "C", "C", "P", "C", "C", "C", "C", "C", "C", "H", "H", "H", "H", "H", "H", "H", "H", "H", "H", "H", "H", "H", "H", "H", "H", "H", "H", "H", "H", "H", "I", "C", "C", "C", "C", "C", "N", "H", "H", "H", "H"], "positions_angstrom": [[0.297, 0.757, 0.531], [-2.475, -3.593, -4.464], [-2.978, -3.252, -2.283], [-2.235, -0.917, 1.668], [-0.991, -0.843, 0.233], [-5.125, -2.571, -2.103], [0.604, 2.855, 1.443], [1.854, 2.745, 1.467], [2.441, 1.739, 0.991], [2.670, 3.880, 2.012], [4.049, 3.865, 1.871], [4.839, 4.931, 2.318], [4.177, 5.980, 2.901], [4.714, 7.144, 3.404], [3.615, 7.869, 3.957], [2.417, 7.165, 3.665], [2.807, 5.989, 3.051], [2.016, 4.960, 2.620], [4.501, 2.998, 1.408], [5.917, 4.928, 2.219], [3.575, 8.861, 3.504], [3.741, 7.947, 5.041], [0.942, 4.939, 2.744], [0.356, -0.098, 5.016], [0.951, 0.756, 4.076], [2.303, 0.412, 3.902], [0.819, 2.091, 4.448], [0.277, 0.543, 2.807], [1.318, 2.391, -3.983], [1.499, 2.013, -2.508], [2.476, 3.003, -1.877], [-0.037, 1.708, -1.487], [-1.111, 0.883, -2.737], [-2.565, 0.686, -2.286], [-0.460, -0.448, -3.140], [-0.822, 3.353, -1.180], [-1.319, 4.072, -2.436], [-1.950, 3.283, -0.140], [2.268, 2.222, -4.498], [1.076, 3.447, -4.098], [0.562, 1.807, -4.503], [1.967, 1.025, -2.477], [2.088, 4.026, -1.931], [3.422, 2.979, -2.427], [2.689, 2.760, -0.844], [-1.134, 1.537, -3.610], [-2.655, 0.298, -1.275], [-3.066, -0.024, -2.947], [-3.125, 1.622, -2.323], [-0.326, -1.106, -2.280], [0.524, -0.305, -3.592], [-1.083, -0.979, -3.861], [-0.013, 3.934, -0.732], [-2.144, 3.532, -2.903], [-0.542, 4.214, -3.185], [-1.690, 5.062, -2.154], [-2.885, 2.958, -0.599], [-2.106, 4.276, 0.289], [-1.717, 2.606, 0.679], [1.050, -4.794, -1.561], [1.148, -3.720, 0.243], [0.432, -4.205, 1.334], [0.523, -3.494, 2.516], [1.291, -2.339, 2.563], [1.930, -1.935, 1.404], [1.887, -2.635, 0.258], [-0.180, -5.091, 1.243], [-0.016, -3.826, 3.395], [1.368, -1.746, 3.461], [2.543, -1.041, 1.387]], "nbo_charge": [0.32, -0.93, 0.85, -0.26, 0.25, -0.90, -0.73, 0.74, -0.74, -0.06, -0.19, -0.27, 0.21, -0.50, 0.24, -0.50, 0.26, -0.24, 0.24, 0.22, 0.15, 0.14, 0.25, -0.57, 1.36, -0.57, -0.56, -0.58, -0.61, -0.54, -0.62, 1.20, -0.56, -0.62, -0.62, -0.56, -0.61, -0.61, 0.21, 0.19, 0.21, 0.24, 0.19, 0.20, 0.26, 0.21, 0.23, 0.24, 0.20, 0.23, 0.20, 0.25, 0.25, 0.21, 0.20, 0.20, 0.20, 0.20, 0.25, 0.11, 0.09, -0.30, -0.16, -0.25, 0.03, -0.47, 0.22, 0.22, 0.26, 0.23]}



## ii
{"formula": "C22H30BF4INO4PRhS4Sb", "method": "wB97M-V/def2-TZVPD", "total_charge": -2, "lumo_ev": 3.6, "homo_lumo_gap_ev": 5.64, "elements": ["Rh", "S", "Sb", "S", "S", "S", "O", "C", "O", "C", "C", "C", "C", "O", "C", "O", "C", "C", "H", "H", "H", "H", "H", "F", "B", "F", "F", "F", "C", "C", "C", "P", "C", "C", "C", "C", "C", "C", "H", "H", "H", "H", "H", "H", "H", "H", "H", "H", "H", "H", "H", "H", "H", "H", "H", "H", "H", "H", "H", "I", "C", "C", "C", "C", "C", "N", "H", "H", "H", "H"], "positions_angstrom": [[0.122, -0.461, 0.093], [2.719, 1.977, 3.529], [2.250, -0.075, 2.707], [-0.177, -0.466, 2.380], [2.365, -0.095, 0.269], [3.028, -1.766, 4.038], [2.282, 0.311, -2.060], [1.196, 0.170, -2.611], [0.141, -0.276, -2.020], [1.050, 0.463, -4.093], [-0.079, 0.050, -4.781], [-0.234, 0.303, -6.150], [0.786, 0.985, -6.764], [0.885, 1.363, -8.091], [2.084, 2.126, -8.182], [2.761, 2.066, -6.939], [1.905, 1.403, -6.073], [2.075, 1.160, -4.738], [-0.856, -0.450, -4.226], [-1.115, -0.008, -6.695], [1.834, 3.168, -8.415], [2.720, 1.701, -8.964], [2.934, 1.498, -4.176], [-0.624, 4.220, -0.924], [-0.527, 2.924, -1.430], [0.446, 2.855, -2.431], [-1.781, 2.541, -1.962], [-0.160, 2.037, -0.359], [1.770, -3.150, -2.066], [0.466, -3.498, -1.343], [-0.727, -3.268, -2.269], [0.332, -2.668, 0.320], [-1.223, -3.466, 0.980], [-1.263, -3.739, 2.487], [-2.472, -2.663, 0.614], [1.650, -3.571, 1.264], [1.434, -5.096, 1.225], [3.130, -3.332, 0.930], [1.751, -3.590, -3.067], [2.646, -3.529, -1.548], [1.897, -2.076, -2.171], [0.483, -4.562, -1.087], [-0.872, -2.207, -2.454], [-1.652, -3.688, -1.872], [-0.526, -3.755, -3.228], [-1.253, -4.423, 0.446], [-1.150, -2.806, 3.037], [-0.489, -4.422, 2.833], [-2.236, -4.176, 2.732], [-2.544, -1.786, 1.256], [-3.361, -3.280, 0.776], [-2.481, -2.322, -0.419], [1.500, -3.222, 2.292], [1.795, -5.514, 0.284], [0.407, -5.424, 1.366], [2.036, -5.532, 2.025], [3.478, -4.061, 0.195], [3.700, -3.462, 1.850], [3.333, -2.335, 0.557], [-3.352, -0.670, -2.767], [-3.510, 0.352, -0.941], [-4.745, 0.925, -0.668], [-4.850, 1.700, 0.472], [-3.727, 1.874, 1.259], [-2.549, 1.242, 0.900], [-2.434, 0.461, -0.186], [-5.576, 0.778, -1.340], [-5.791, 2.173, 0.725], [-3.742, 2.496, 2.143], [-1.661, 1.363, 1.502]], "nbo_charge": [0.55, -0.86, 1.33, -0.68, -0.28, -0.93, -0.68, 0.79, -0.78, -0.11, -0.18, -0.27, 0.21, -0.50, 0.24, -0.50, 0.26, -0.22, 0.23, 0.21, 0.14, 0.14, 0.25, -0.57, 1.36, -0.57, -0.59, -0.58, -0.61, -0.56, -0.63, 1.39, -0.55, -0.62, -0.61, -0.60, -0.61, -0.64, 0.19, 0.21, 0.25, 0.20, 0.26, 0.20, 0.20, 0.21, 0.26, 0.21, 0.19, 0.23, 0.20, 0.22, 0.30, 0.19, 0.20, 0.22, 0.17, 0.25, 0.26, 0.13, 0.15, -0.31, -0.16, -0.25, 0.08, -0.50, 0.22, 0.20, 0.22, 0.25]}



Which structure loses on stability? i does.



## i
{"formula": "C3H13N2O", "method": "wB97M-V/def2-TZVPD", "total_charge": 1, "lumo_ev": -3.1, "homo_lumo_gap_ev": 10.04, "elements": ["N", "C", "C", "N", "C", "H", "H", "H", "H", "H", "H", "H", "H", "H", "H", "H", "H", "H", "O"], "positions_angstrom": [[0.728, -1.851, -0.382], [0.314, -0.744, -1.338], [-1.063, -0.038, -0.875], [-0.662, 0.887, 0.432], [0.010, 2.267, 0.214], [0.996, -1.603, 0.726], [-0.036, -2.419, -0.131], [1.548, -2.389, -0.608], [1.132, -0.023, -1.482], [-0.048, -1.161, -2.304], [-1.101, 0.803, -1.651], [-1.856, -0.742, -0.975], [-1.514, 1.081, 1.011], [0.463, 2.274, -0.833], [0.741, 2.481, 1.049], [-0.845, 2.646, 0.431], [0.328, -1.056, 2.873], [0.158, 0.210, 1.769], [0.707, -0.621, 2.074]], "nbo_charge": [-0.74, -0.24, -0.23, -0.70, -0.40, 0.50, 0.42, 0.44, 0.24, 0.24, 0.22, 0.23, 0.38, 0.21, 0.22, 0.20, 0.50, 0.52, -1.01]}



## ii
{"formula": "C3H13N2O", "method": "wB97M-V/def2-TZVPD", "total_charge": 1, "lumo_ev": -3.3, "homo_lumo_gap_ev": 9.79, "elements": ["N", "C", "C", "C", "N", "H", "H", "H", "H", "H", "H", "H", "H", "H", "H", "H", "H", "H", "O"], "positions_angstrom": [[-0.713, -0.110, 1.205], [0.614, -0.303, 0.529], [0.678, -1.684, -0.086], [0.816, 0.830, -0.450], [2.075, 0.671, -1.135], [-0.787, 0.817, 1.624], [-1.561, -0.206, 0.624], [-0.818, -0.792, 1.956], [1.352, -0.242, 1.333], [-0.004, -1.763, -0.927], [1.699, -1.872, -0.378], [0.436, -2.449, 0.660], [0.703, 1.798, 0.094], [0.009, 0.818, -1.187], [2.859, 0.503, -0.519], [2.282, 1.439, -1.764], [-3.561, 0.231, -0.885], [-3.177, 1.620, -0.338], [-2.903, 0.694, -0.357]], "nbo_charge": [-0.68, -0.04, -0.63, -0.23, -0.83, 0.43, 0.47, 0.43, 0.21, 0.23, 0.26, 0.22, 0.17, 0.21, 0.37, 0.39, 0.50, 0.50, -0.98]}



## iii
{"formula": "C3H13N2O", "method": "wB97M-V/def2-TZVPD", "total_charge": 1, "lumo_ev": -3.3, "homo_lumo_gap_ev": 10.24, "elements": ["C", "N", "C", "N", "C", "H", "H", "H", "H", "H", "H", "H", "H", "H", "H", "H", "H", "H", "O"], "positions_angstrom": [[0.673, -1.713, -0.361], [-0.534, -2.524, -0.227], [0.664, -0.350, 0.376], [-0.508, 0.530, 0.078], [-1.073, 0.500, -1.340], [1.546, -2.231, 0.034], [0.860, -1.500, -1.417], [-0.535, -2.978, 0.682], [-1.367, -1.959, -0.226], [0.672, -0.577, 1.449], [1.605, 0.180, 0.214], [-0.107, 1.475, 0.187], [-1.125, 0.474, 0.873], [-0.550, 1.306, -1.848], [-0.803, -0.446, -1.774], [-2.117, 0.699, -1.261], [1.517, 3.404, 1.217], [0.373, 2.963, 2.089], [0.809, 2.747, 1.254]], "nbo_charge": [-0.24, -0.81, -0.25, -0.54, -0.41, 0.24, 0.19, 0.37, 0.34, 0.22, 0.24, 0.48, 0.43, 0.23, 0.24, 0.24, 0.51, 0.49, -0.98]}



Which structure loses on stability? i does.



## i
{"formula": "C5H25N2O6", "method": "wB97M-V/def2-TZVPD", "total_charge": 1, "lumo_ev": -2.7, "homo_lumo_gap_ev": 10.75, "elements": ["C", "C", "C", "C", "N", "C", "N", "H", "H", "H", "H", "H", "H", "H", "H", "H", "H", "H", "H", "H", "H", "H", "O", "H", "H", "O", "H", "H", "O", "H", "H", "O", "H", "H", "O", "H", "H", "O"], "positions_angstrom": [[-0.433, 4.160, 0.573], [-0.826, 2.747, 0.126], [0.407, 1.977, -0.326], [0.180, 0.900, -1.403], [-0.470, -0.285, -0.813], [-0.016, -1.502, -1.092], [1.232, -1.861, -1.343], [-0.498, 4.839, -0.301], [-1.113, 4.465, 1.344], [0.601, 4.105, 0.912], [-1.305, 2.128, 0.915], [-1.532, 2.677, -0.728], [1.029, 1.513, 0.466], [1.280, 2.535, -0.642], [-0.338, 1.495, -2.193], [1.076, 0.553, -1.944], [-1.417, -0.170, -0.393], [-0.876, -2.223, -1.030], [1.992, -1.209, -1.222], [1.459, -2.722, -1.802], [-0.602, -1.271, -4.298], [-1.504, -0.133, -4.110], [-0.873, -0.659, -3.600], [0.642, 0.438, 2.917], [0.906, -0.482, 4.230], [0.456, -0.379, 3.387], [-2.740, -0.779, 2.896], [-1.315, -0.537, 2.598], [-2.197, -0.383, 2.200], [2.749, -2.656, 2.149], [1.616, -1.893, 1.791], [2.269, -2.447, 1.329], [-2.747, -1.183, 0.683], [-3.709, -1.744, -0.458], [-2.793, -1.572, -0.212], [3.271, -0.743, 0.441], [2.259, 0.517, 0.452], [3.029, 0.112, 0.054]], "nbo_charge": [-0.60, -0.41, -0.40, -0.24, -0.56, 0.41, -0.73, 0.22, 0.22, 0.21, 0.21, 0.20, 0.14, 0.23, 0.23, 0.22, 0.46, 0.26, 0.44, 0.43, 0.48, 0.48, -0.95, 0.50, 0.51, -0.99, 0.49, 0.50, -0.98, 0.48, 0.48, -0.95, 0.51, 0.50, -1.01, 0.50, 0.46, -0.97]}



## ii
{"formula": "C5H25N2O6", "method": "wB97M-V/def2-TZVPD", "total_charge": 1, "lumo_ev": -2.6, "homo_lumo_gap_ev": 10.78, "elements": ["C", "O", "C", "C", "C", "C", "N", "N", "H", "H", "H", "H", "H", "H", "H", "H", "H", "H", "H", "H", "H", "H", "H", "H", "H", "O", "H", "H", "O", "H", "H", "O", "H", "H", "O", "H", "H", "O"], "positions_angstrom": [[-0.294, -0.195, 2.091], [-0.791, -1.455, 1.646], [-0.059, 0.818, 0.970], [0.584, 2.116, 1.378], [0.907, 3.139, 0.246], [1.390, 2.501, -1.103], [0.190, 2.140, -1.903], [-1.300, 1.058, 0.230], [0.743, -0.436, 2.395], [-0.878, -0.032, 3.014], [-1.751, -1.550, 1.803], [0.674, 0.351, 0.276], [1.511, 1.931, 1.931], [0.022, 2.721, 2.080], [0.038, 3.797, 0.200], [1.808, 3.720, 0.649], [1.977, 1.649, -0.859], [2.057, 3.267, -1.451], [-0.291, 3.048, -1.974], [0.316, 1.710, -2.806], [-1.139, 1.662, -0.615], [-1.767, 0.240, -0.162], [-2.079, 1.412, 0.810], [-1.721, -2.676, -2.370], [-1.232, -2.622, -0.936], [-2.028, -2.536, -1.470], [3.921, -1.619, 0.014], [2.586, -1.581, 0.673], [3.098, -1.114, 0.000], [0.730, -2.774, -3.153], [0.754, -2.464, -1.703], [0.302, -2.181, -2.520], [-3.914, -1.350, 1.045], [-3.019, -1.641, -0.293], [-3.114, -1.156, 0.550], [0.313, -2.553, 0.687], [0.639, -4.131, 0.436], [0.817, -3.214, 0.193]], "nbo_charge": [-0.09, -0.77, -0.10, -0.43, -0.41, -0.24, -0.88, -0.71, 0.20, 0.21, 0.52, 0.24, 0.24, 0.22, 0.20, 0.24, 0.21, 0.20, 0.37, 0.40, 0.47, 0.46, 0.43, 0.51, 0.49, -0.98, 0.48, 0.47, -0.95, 0.48, 0.50, -0.98, 0.50, 0.53, -1.03, 0.50, 0.50, -1.01]}



Which structure loses on stability? i does.